<one>
# C6H11NO

The molecule C6H11NO (ωB97M-V/def2-TZVPD, the Open Molecules 2025 dataset).

Positions of all 19 atoms, in Å:
C -1.266 -1.256 0.708
C 0.190 2.289 0.369
H -1.227 -2.213 0.184
H -0.665 -1.346 1.611
H -0.296 2.564 1.310
C 0.151 0.810 0.244
H 1.341 -2.039 0.776
H -0.356 2.801 -0.428
C 1.864 -1.279 0.197
H 2.369 -1.828 -0.599
N -1.733 0.232 -1.186
H 2.619 -0.843 0.854
O 1.391 0.586 -1.331
C 1.006 -0.191 -0.367
H 1.223 2.631 0.324
H -2.299 -1.077 1.013
H -1.318 0.861 -1.863
H -2.204 -0.554 -1.616
C -0.791 -0.147 -0.200

Output
Multiplicity   1
M   113.2 g mol⁻¹
E_HOMO   -7.67 eV
LUMO   0.0185 hartree
Frontier orbital gap   8.18 eV

<two>
# C6H11NO

The molecule C6H11NO (ωB97M-V/def2-TZVPD, the Open Molecules 2025 dataset).

Positions of all 19 atoms, in Å:
H 0.646 -1.813 1.175
C -2.974 0.021 -0.170
H -1.658 -1.338 -0.132
O -3.892 -0.594 0.121
H -0.242 1.037 1.854
H 2.111 -0.815 1.375
H 0.910 1.808 0.713
C 1.904 -0.155 -1.409
H -3.141 1.180 -0.160
H 1.689 0.613 -2.142
C 1.515 -1.361 0.714
H 2.862 -0.483 -1.469
C 1.120 -0.416 -0.372
H 2.366 -2.018 0.374
H -0.281 0.837 -1.311
C -0.322 0.345 -0.353
N -1.651 -0.296 -0.205
C -0.102 1.353 0.795
H -0.859 2.095 0.602

Output
SMILES   C=C(C)[C@H](C)NC=O
Multiplicity   1
M   113.2 g mol⁻¹
E_HOMO   -9.72 eV
LUMO   0.0312 hartree
Frontier orbital gap   10.57 eV

Short version: <two> is the most stable of them.

<one>
# C4H4N2S2

A structure of composition C4H4N2S2 (ωB97M-V/def2-TZVPD, the Open Molecules 2025 dataset).

Positions of all 12 atoms, in Å:
C 1.013 0.476 -0.949
C -0.813 -1.071 -0.795
N -0.299 0.263 0.899
N -1.087 -0.726 0.394
S -0.562 0.612 2.544
H 1.823 1.136 -1.542
H 0.521 -0.826 -2.504
S 1.700 1.775 1.430
H -1.847 -0.043 2.696
C 0.821 0.816 0.390
H -1.486 -1.943 -1.004
C 0.215 -0.469 -1.558

Output
Multiplicity   1
M   144.2 g mol⁻¹
E_HOMO   -8.36 eV
LUMO   -0.0201 hartree
Frontier orbital gap   7.81 eV

<two>
# C4H4N2S2

The molecule C4H4N2S2 (ωB97M-V/def2-TZVPD, the Open Molecules 2025 dataset).

Positions of all 12 atoms, in Å:
H 2.506 0.605 0.042
C -1.412 0.240 1.316
C -1.231 1.137 0.304
N 1.000 -0.868 -0.593
C -0.418 -0.552 1.712
S -0.380 -1.263 -1.639
S 0.388 1.777 0.006
H -1.998 1.658 -0.277
H 0.130 -2.423 -2.043
H -2.347 -0.147 1.499
C 1.525 0.348 -0.409
N 0.542 -1.269 1.932

Output
SMILES   N#C/C=C\S/C=N\S
Multiplicity   1
M   144.2 g mol⁻¹
E_HOMO   -8.92 eV
LUMO   -0.0268 hartree
Frontier orbital gap   8.19 eV

Short version: <one> is the most stable of them.

<one>
# C10H15O2P

The molecule C10H15O2P (ωB97M-V/def2-TZVPD, the Open Molecules 2025 dataset).

Positions of all 28 atoms, in Å:
H 4.207 -0.196 -1.622
H 0.634 -3.775 0.204
H 2.121 -2.984 -0.103
C -3.124 -0.332 0.018
H 4.466 1.384 -0.874
C -1.789 2.186 0.558
H -2.307 2.456 -0.363
C 0.627 -1.528 0.254
H -2.244 -2.491 -0.500
C 1.358 -0.383 0.372
C 0.421 1.036 0.313
H -3.446 -1.405 -0.133
C 1.250 -2.905 0.462
O 1.044 2.217 0.549
O -1.438 -2.745 -0.078
H 2.813 0.955 -1.584
H 1.611 -2.836 1.508
P 3.155 -0.184 0.664
H -3.577 0.121 0.936
H 1.962 2.217 0.556
C 3.649 0.513 -0.955
H 3.045 0.883 1.459
H -3.469 0.284 -0.847
C -1.575 -0.344 0.130
H -1.165 2.892 0.777
C -0.951 0.864 0.344
C -0.820 -1.521 0.121
H -2.478 1.939 1.317

Output
SMILES   CPc1c(C)c(O)c(C)c(C)c1O
Multiplicity   1
M   198.2 g mol⁻¹
E_HOMO   -7.50 eV
LUMO   0.0249 hartree
Frontier orbital gap   8.18 eV

<two>
# C10H15O2P

A cluster of 2 separate species, C10H15O2P in total (ωB97M-V/def2-TZVPD, the Open Molecules 2025 dataset).

Positions of all 28 atoms, in Å:
C 3.730 -1.781 0.688
H 4.840 1.273 -0.302
C -2.277 2.237 1.094
C -1.857 1.656 -1.419
H -2.101 -2.889 0.179
C 2.748 0.660 -0.221
H -2.419 2.546 -1.779
H -1.858 0.876 -2.219
C 1.923 -0.350 0.200
H 4.181 -2.709 0.908
C -2.534 -2.424 -0.604
C 4.122 0.457 -0.147
H 1.580 -2.398 0.880
H -1.255 2.603 1.166
H -0.766 1.932 -1.381
H -3.487 1.095 -0.132
H -2.601 -2.936 -1.598
H -3.689 -2.310 -0.316
O -1.915 -1.172 -0.864
P -1.449 -0.316 0.445
C -2.432 1.212 0.007
C 2.361 -1.573 0.643
H 5.613 -0.940 0.375
O -1.970 -0.973 1.691
H 2.390 1.759 -0.350
H -2.774 3.247 0.679
C 4.593 -0.764 0.290
H -2.698 1.982 2.087

Output
Multiplicity   1
M   198.2 g mol⁻¹
E_HOMO (spin up / spin down)   -9.11 / -8.57 eV
LUMO (spin up / spin down)   -0.0476 / -0.0112 hartree
Frontier orbital gap (spin up / spin down)   7.82 / 8.27 eV

Short version: <one> is the most stable of them.

<one>
# CH3NO2S

A cluster of 2 separate species, CH3NO2S in total (ωB97M-V/def2-TZVPD, the Open Molecules 2025 dataset).

Positions of all 8 atoms, in Å:
O 1.739 -1.056 0.440
O -0.143 -0.542 1.966
H 0.175 1.265 -1.226
H -1.158 1.846 0.325
H -0.334 -1.216 -1.258
N -0.635 -0.621 -0.503
C -0.152 0.743 -0.442
S 0.508 -0.418 0.698

Output
Multiplicity   1
M   93.1 g mol⁻¹
E_HOMO   -10.05 eV
LUMO   0.0029 hartree
Frontier orbital gap   10.13 eV

<two>
# CH3NO2S

A cluster of 3 separate species, CH3NO2S in total (ωB97M-V/def2-TZVPD, the Open Molecules 2025 dataset).

Positions of all 8 atoms, in Å:
O 0.658 -1.238 1.140
C -1.437 0.453 -1.021
H 0.373 2.250 -0.036
S 1.893 -1.051 0.484
H -0.257 1.917 -0.249
H -1.605 -0.916 0.627
N -1.432 -0.205 -0.012
O 1.808 -1.211 -0.933

Output
Multiplicity   1
M   93.1 g mol⁻¹
E_HOMO   -11.38 eV
LUMO   -0.0469 hartree
Frontier orbital gap   10.11 eV

<three>
# CH3NO2S

The molecule CH3NO2S (ωB97M-V/def2-TZVPD, the Open Molecules 2025 dataset).

Positions of all 8 atoms, in Å:
H 0.956 -2.396 1.093
H 0.572 0.707 -0.340
N -0.430 0.836 -0.310
O -2.417 -0.603 -0.476
S -0.963 -0.701 -0.604
C 0.679 -1.515 0.561
H -0.724 1.348 0.505
O 1.603 -0.742 0.449

Output
Multiplicity   1
M   93.1 g mol⁻¹
E_HOMO   -8.73 eV
LUMO   0.0052 hartree
Frontier orbital gap   8.88 eV

<four>
# CH3NO2S

A structure of composition CH3NO2S (ωB97M-V/def2-TZVPD, the Open Molecules 2025 dataset).

Positions of all 8 atoms, in Å:
C -0.122 -0.241 -0.016
H -0.381 -0.690 0.912
H -0.699 -0.787 -0.767
H -0.181 0.794 -0.144
N 1.691 -0.945 0.257
O 4.116 -0.496 -0.074
S 2.802 0.044 0.016
O 2.706 1.484 -0.106

Output
Multiplicity   1
M   93.1 g mol⁻¹
E_HOMO   -10.86 eV
LUMO   -0.0114 hartree
Frontier orbital gap   10.55 eV

Short version: <three> is the most stable of them.

<one>
# CH3NO2S

The molecule CH3NO2S (ωB97M-V/def2-TZVPD, the Open Molecules 2025 dataset).

Positions of all 8 atoms, in Å:
H 0.830 -1.415 0.813
N -1.057 0.239 -0.429
C 0.767 -0.337 1.242
S -0.474 0.606 -2.023
O 1.640 -0.047 2.004
H -1.754 1.039 -0.153
O 0.087 0.580 0.656
H -0.039 -0.664 -2.108

Output
SMILES   O=CONS
Multiplicity   1
M   93.1 g mol⁻¹
E_HOMO   -10.06 eV
LUMO   0.0009 hartree
Frontier orbital gap   10.09 eV

<two>
# CH3NO2S

The molecule CH3NO2S (ωB97M-V/def2-TZVPD, the Open Molecules 2025 dataset).

Positions of all 8 atoms, in Å:
S -1.723 -0.095 0.525
N 0.905 -0.353 -0.010
O 1.153 -0.408 1.230
H -0.251 1.315 -0.523
C -0.261 0.282 -0.465
H -0.396 0.030 -1.471
H -1.082 0.016 1.608
O 1.654 -0.786 -0.894

Output
SMILES   O=[N+]([O-])CS
Multiplicity   1
M   93.1 g mol⁻¹
E_HOMO   -10.01 eV
LUMO   -0.0238 hartree
Frontier orbital gap   9.36 eV

<three>
# CH3NO2S

The molecule CH3NO2S (ωB97M-V/def2-TZVPD, the Open Molecules 2025 dataset).

Positions of all 8 atoms, in Å:
O -0.528 0.445 -2.373
C 0.075 -0.203 1.155
H -1.642 -0.996 0.326
H 0.946 0.537 0.799
H -0.015 -0.473 2.244
N -0.608 -0.553 0.201
S 0.507 0.073 -1.488
O 1.265 1.170 -0.865

Output
Multiplicity   1
M   93.1 g mol⁻¹
E_HOMO   -9.68 eV
LUMO   0.0134 hartree
Frontier orbital gap   10.04 eV

Short version: <three> is the most stable of them.

<one>
# FH3NOPS

A cluster of 2 separate species, FH3NOPS in total (ωB97M-V/def2-TZVPD, the Open Molecules 2025 dataset).

Positions of all 8 atoms, in Å:
P -1.703 0.281 0.002
S -2.392 -1.535 0.056
N -0.573 1.308 0.140
H 2.553 -0.785 -0.785
H 0.267 0.754 0.262
F -3.033 1.172 -0.176
O 2.237 -0.978 0.027
H 2.645 -0.217 0.474

Output
Multiplicity   1
M   115.1 g mol⁻¹
E_HOMO   -10.18 eV
LUMO   -0.0100 hartree
Frontier orbital gap   9.90 eV

<two>
# FH3NOPS

The molecule FH3NOPS (ωB97M-V/def2-TZVPD, the Open Molecules 2025 dataset).

Positions of all 8 atoms, in Å:
F -0.359 1.545 -0.805
N 0.883 -0.655 -0.567
H 0.911 -0.969 -1.505
O 0.105 0.620 1.304
H -0.198 0.219 2.056
H 1.549 0.014 -0.420
P -0.543 0.005 -0.038
S -2.348 -0.779 -0.024

Output
SMILES   N[P@@](O)(F)=S
Multiplicity   1
M   115.1 g mol⁻¹
E_HOMO   -10.04 eV
LUMO   0.0190 hartree
Frontier orbital gap   10.55 eV

Short version: <two> is the most stable of them.

<one>
# C2H2ClNO

A cluster of 2 separate species, C2H2ClNO in total (ωB97M-V/def2-TZVPD, the Open Molecules 2025 dataset).

Positions of all 7 atoms, in Å:
Cl -1.239 -2.160 0.709
O -1.019 1.920 1.040
H 1.379 -1.865 -1.090
N 0.779 -1.199 -0.713
C -0.315 -1.098 -0.219
H 0.578 2.572 0.014
C -0.162 1.830 0.259

Output
Multiplicity   1
M   91.5 g mol⁻¹
E_HOMO (spin up / spin down)   -8.04 / -8.20 eV
LUMO (spin up / spin down)   -0.0138 / 0.0170 hartree
Frontier orbital gap (spin up / spin down)   7.67 / 8.67 eV

<two>
# C2H2ClNO

A cluster of 2 separate species, C2H2ClNO in total (ωB97M-V/def2-TZVPD, the Open Molecules 2025 dataset).

Positions of all 7 atoms, in Å:
C 0.725 -0.507 0.645
O -1.816 -0.310 -0.689
H -1.535 0.404 -1.264
N 0.529 1.977 -0.170
Cl 0.812 -1.752 -0.400
C 0.525 0.863 0.181
H 0.760 -0.675 1.696

Output
Multiplicity   1
M   91.5 g mol⁻¹
E_HOMO (spin up / spin down)   -12.08 / -9.21 eV
LUMO (spin up / spin down)   -0.0567 / -0.0787 hartree
Frontier orbital gap (spin up / spin down)   10.54 / 7.07 eV

Short version: <two> is the most stable of them.